Record 1
Density functional theory data (the ωB97M-V functional and the def2-TZVPD basis) for one molecule with the formula C5H10O.

LUMO level ... 0.716 eV
Relative energy (zero: lowest compared OMol25 entry of this formula, charge and spin) ... 85.5 kcal/mol
Net charge ... 0
E_HOMO ... -8.02 eV

CARTESIAN COORDINATES (ANGSTROEM)
C: 1.5250 -0.8867 1.8258
C: 1.6007 -0.4683 0.3944
O: 0.4502 -0.8753 -0.1935
C: -0.2368 0.3519 -0.5398
C: -0.2679 0.5567 -2.0333
C: -1.5676 0.3079 0.1862
H: 2.2491 -1.6994 1.9390
H: 0.5254 -1.2033 2.1552
H: 1.8744 -0.0448 2.4401
H: 0.3302 1.1806 -0.0908
H: 0.7596 0.5700 -2.4075
H: -0.8175 -0.2382 -2.5460
H: -0.7338 1.5212 -2.2610
H: -2.0616 1.2770 0.0755
H: -1.4091 0.1302 1.2565
H: -2.2203 -0.4794 -0.2009

=====

Record 2
Density functional theory data (the ωB97M-V functional and the def2-TZVPD basis) for a 3-piece molecular cluster, C5H10O overall.

SMILES string ... C=C.C=C.C=O
LUMO level ... 0.856 eV
Relative energy (zero: lowest compared OMol25 entry of this formula, charge and spin) ... 67.2 kcal/mol
Net charge ... 0
E_HOMO ... -9.94 eV

CARTESIAN COORDINATES (ANGSTROEM)
C: 1.0097 1.6332 -0.0873
C: 1.9760 0.7219 -0.1214
C: 0.5868 -1.3439 1.6742
O: 0.0791 -2.3025 1.1494
C: -2.1443 -0.5727 -0.4750
C: -1.6285 0.0142 -1.5493
H: 0.2373 1.6695 -0.8498
H: 0.9445 2.3744 0.7056
H: 2.0316 -0.0212 -0.9139
H: 2.7511 0.6801 0.6405
H: 0.0099 -0.4458 1.9651
H: 1.6714 -1.3086 1.8998
H: -2.9060 -0.0813 0.1263
H: -1.8121 -1.5525 -0.1418
H: -1.9438 1.0051 -1.8708
H: -0.8624 -0.4700 -2.1516

=====

Record 3
Density functional theory data (the ωB97M-V functional and the def2-TZVPD basis) for one molecule with the formula C5H10O.

LUMO level ... 0.569 eV
Relative energy (zero: lowest compared OMol25 entry of this formula, charge and spin) ... 100.3 kcal/mol
Net charge ... 0
E_HOMO ... -8.13 eV

CARTESIAN COORDINATES (ANGSTROEM)
C: 1.3998 -0.5856 -1.6043
C: 1.3036 0.3664 -0.4812
C: -0.8968 -1.1519 1.7171
C: 0.1458 1.3035 -0.6515
C: -0.7756 0.8606 0.4883
O: -0.8192 -0.5575 0.4441
H: 1.9286 -1.5118 -1.3592
H: 2.0644 -0.0225 -2.2892
H: 0.4715 -0.7948 -2.1591
H: -0.9254 -2.2335 1.5662
H: -1.8021 -0.8415 2.2595
H: -0.0135 -0.8971 2.3207
H: -0.3874 1.2529 -1.6168
H: 0.4518 2.3398 -0.4598
H: -1.7873 1.2780 0.3790
H: -0.3582 1.1952 1.4463

=====

Record 4
Density functional theory data (the ωB97M-V functional and the def2-TZVPD basis) for one molecule with the formula C5H10O at a distorted geometry.

SMILES string ... C=CCOCC
LUMO level ... 1.144 eV
Relative energy (zero: lowest compared OMol25 entry of this formula, charge and spin) ... 58.5 kcal/mol
Net charge ... 0
E_HOMO ... -9.51 eV

CARTESIAN COORDINATES (ANGSTROEM)
C: 2.2868 -0.6628 0.2113
C: 1.5921 0.5566 -0.3812
C: -0.6076 0.4217 0.2973
C: -1.7819 -0.4925 -0.1425
C: -3.0557 -0.1288 -0.1102
H: 2.1907 -1.3178 -0.5782
H: 3.3680 -0.5067 0.4198
H: 1.7008 -0.9434 1.1262
H: 1.9817 0.8689 -1.3751
H: 1.5568 1.4460 0.2565
H: -0.2463 0.4085 1.3991
H: -0.8587 1.5057 0.2028
H: -1.3548 -1.3049 -0.5606
H: -3.3472 0.8061 0.4106
H: -3.8075 -0.6438 -0.5550
O: 0.3828 -0.0127 -0.6208

=====

Record 5
Density functional theory data (the ωB97M-V functional and the def2-TZVPD basis) for one molecule with the formula C5H10O.

SMILES string ... C[C@@H](O)C1CC1
LUMO level ... 0.983 eV
Relative energy (zero: lowest compared OMol25 entry of this formula, charge and spin) ... 24.3 kcal/mol
Net charge ... 0
E_HOMO ... -10.18 eV

CARTESIAN COORDINATES (ANGSTROEM)
C: 0.7073 -1.6775 -0.7709
C: -0.2250 -0.4720 -0.6548
O: -1.5797 -0.8613 -0.8656
C: -0.1502 0.1784 0.7051
C: 0.7866 1.3286 0.9511
C: -0.6973 1.5590 0.8818
H: 0.6268 -2.3137 0.1175
H: 1.7503 -1.3603 -0.8719
H: 0.4449 -2.2851 -1.6432
H: 0.0693 0.2793 -1.4063
H: -1.7702 -0.7838 -1.8151
H: -0.3031 -0.5158 1.5300
H: 1.2735 1.4003 1.9197
H: 1.3946 1.6817 0.1205
H: -1.0992 2.0545 0.0018
H: -1.2285 1.7876 1.8002

=====

Record 6
Density functional theory data (the ωB97M-V functional and the def2-TZVPD basis) for one molecule with the formula C5H10O.

SMILES string ... C[C@H]1OC1(C)C
LUMO level ... 1.080 eV
Relative energy (zero: lowest compared OMol25 entry of this formula, charge and spin) ... 35.0 kcal/mol
Net charge ... 0
E_HOMO ... -9.77 eV

CARTESIAN COORDINATES (ANGSTROEM)
C: 1.4862 -0.7483 1.3810
C: 0.3774 0.2220 0.9892
O: 0.8988 0.8787 -0.1675
C: -0.3658 0.2459 -0.2940
C: -1.2930 1.4064 -0.5938
C: -0.5261 -0.9722 -1.1708
H: 1.6469 -0.7969 2.4583
H: 2.4023 -0.3313 0.9388
H: 1.3796 -1.7504 0.9569
H: -0.0833 0.8499 1.7672
H: -1.0294 2.2415 0.0633
H: -1.0165 1.7207 -1.6094
H: -2.3648 1.2134 -0.5607
H: -1.5890 -1.2405 -1.2199
H: 0.0205 -1.8434 -0.7967
H: -0.1877 -0.7467 -2.1868